ORCA calculation (ωB97M-V/def2-TZVPD) on the molecule C25H26FN5O.

```
58
Properties=species:S:1:pos:R:3:forces:R:3:lowdin_charge:R:1
C 4.204 3.622 -3.848 0.021 -0.005 -0.059 -0.110
H 5.287 3.476 -3.756 -0.019 0.012 -0.014 0.089
O 3.557 3.383 -2.623 -0.124 0.136 0.073 -0.215
C 3.792 2.105 -2.073 0.082 -0.313 -0.056 -0.203
C 2.967 0.969 -2.694 0.104 0.368 0.244 -0.173
N 1.633 0.910 -2.135 -0.026 0.060 -0.032 -0.170
C 0.784 2.034 -2.473 -0.093 0.007 0.123 -0.158
C -0.356 2.086 -1.446 -0.045 0.372 -0.081 -0.118
N -0.785 0.739 -1.119 0.078 -0.315 0.416 -0.044
C -1.112 0.407 0.151 -0.235 0.552 -0.173 -0.159
C -1.548 1.346 1.079 0.058 -0.038 0.052 0.053
C -1.878 0.967 2.392 0.256 -0.606 -0.392 -0.229
N -1.788 -0.282 2.806 -0.259 0.444 0.508 0.167
C -1.394 -1.189 1.925 0.160 -0.379 -0.327 -0.243
C -1.204 -2.558 2.051 0.052 0.087 -0.255 0.053
C -0.759 -2.989 0.797 -0.268 1.064 0.320 -0.228
N -0.675 -1.969 -0.064 0.460 -0.858 -0.608 0.108
N -1.059 -0.881 0.601 -0.318 -0.033 0.910 0.031
C -0.399 -4.332 0.369 0.189 -0.603 -0.283 -0.155
C -0.548 -5.431 1.213 -0.028 0.239 -0.015 -0.031
C -0.197 -6.699 0.787 0.026 -0.027 -0.044 -0.074
C 0.311 -6.901 -0.485 0.050 0.071 -0.165 -0.015
C 0.454 -5.802 -1.314 -0.020 -0.023 0.058 -0.266
C 0.111 -4.528 -0.915 0.004 -0.109 0.026 0.049
H 0.234 -3.690 -1.581 0.040 0.055 -0.112 0.113
F 0.950 -5.984 -2.560 -0.063 0.025 0.157 0.052
H 0.592 -7.881 -0.835 0.034 -0.082 -0.058 0.115
H -0.318 -7.541 1.451 -0.010 -0.061 0.047 0.106
H -0.944 -5.293 2.206 -0.046 0.019 0.109 0.105
H -1.369 -3.132 2.937 -0.048 -0.083 0.231 0.102
C -2.331 1.953 3.383 -0.155 0.346 0.345 -0.166
C -2.122 1.691 4.736 0.025 -0.026 -0.120 -0.027
C -2.529 2.594 5.698 -0.005 0.027 0.065 -0.080
C -3.159 3.771 5.325 -0.038 0.047 0.016 -0.091
C -3.386 4.032 3.985 -0.054 0.134 0.032 -0.086
C -2.976 3.132 3.018 0.098 -0.138 -0.032 -0.036
H -3.183 3.341 1.979 -0.002 0.007 -0.098 0.106
H -3.889 4.942 3.690 -0.039 0.053 -0.021 0.101
H -3.478 4.479 6.076 -0.026 0.051 0.054 0.100
H -2.356 2.383 6.744 0.024 -0.022 0.071 0.102
H -1.635 0.768 5.010 0.031 -0.067 0.036 0.107
H -1.633 2.377 0.787 0.004 0.055 -0.092 0.095
C -0.540 -0.208 -2.180 0.133 -0.387 -0.482 -0.137
H -0.968 -1.174 -1.923 0.043 0.253 -0.247 0.099
C 0.967 -0.352 -2.422 -0.118 -0.123 0.061 -0.164
H 1.134 -0.683 -3.462 -0.030 0.032 0.018 0.123
H 1.378 -1.109 -1.748 -0.058 -0.074 -0.094 0.113
H -1.037 0.175 -3.078 0.031 -0.033 0.059 0.125
H 0.016 2.567 -0.540 -0.029 -0.031 -0.051 0.121
H -1.195 2.673 -1.842 0.063 0.047 0.073 0.130
H 0.388 1.960 -3.501 0.050 0.047 0.019 0.127
H 1.366 2.952 -2.404 -0.148 -0.028 -0.066 0.116
H 3.459 0.024 -2.453 0.026 0.007 -0.067 0.127
H 2.951 1.071 -3.794 0.038 -0.088 0.031 0.122
H 3.527 2.187 -1.017 0.077 -0.105 -0.051 0.131
H 4.860 1.861 -2.155 -0.036 0.035 0.025 0.119
H 3.998 4.659 -4.106 0.057 -0.025 -0.082 0.090
H 3.829 2.974 -4.648 0.024 0.029 -0.002 0.081
```
Forces are in eV/Å.

Total energy   -1417.1168 a.u.
Strongest force on any atom   1.147 eV/Å
Kohn-Sham gap   8.21 eV
Structure (SMILES)   COCCN1CCN(c2cc(-c3ccccc3)nc3cc(-c4cccc(F)c4)nn23)CC1
Spin multiplicity   1
HOMO energy   -7.724 eV
Charge   0
LUMO energy   0.49 eV

=====

ORCA calculation (ωB97M-V/def2-TZVPD) on C34H44As3N3O4PdS as an isolated structure.

```
90
Properties=species:S:1:pos:R:3:forces:R:3:lowdin_charge:R:1
Pd -1.402 -0.066 -0.819 -2.093 -0.572 -0.036 0.265
C -3.392 -0.964 2.715 0.671 0.282 -0.056 -0.237
As -3.080 -1.137 0.785 -0.744 0.431 -1.076 1.139
C -4.779 -0.401 0.193 -0.133 0.044 0.060 -0.307
C -3.523 -3.036 0.452 0.372 -0.007 -0.099 -0.304
C -2.391 -4.010 0.088 0.253 -0.100 0.010 -0.690
C -1.108 -3.711 0.865 -0.105 0.034 -0.039 -0.086
C -2.097 -3.948 -1.418 0.082 0.437 -0.189 -0.309
As -1.453 -2.225 -2.179 0.593 -0.737 0.766 1.129
C -2.468 -2.168 -3.832 -0.050 0.348 0.037 -0.258
C 0.288 -2.782 -2.870 -0.118 0.051 -0.082 -0.270
C -2.883 -5.447 0.336 -0.062 0.145 0.401 -0.371
As -3.216 -6.266 2.144 -0.373 -0.490 -0.076 1.139
C -3.409 -4.836 3.489 0.276 0.154 -0.275 -0.352
C -1.401 -6.852 2.607 0.077 0.372 0.013 -0.345
H -4.309 -1.496 2.965 0.030 -0.106 -0.215 0.044
H -3.517 0.092 2.948 0.027 -0.007 -0.062 0.026
H -2.562 -1.355 3.301 -0.023 -0.048 -0.024 0.035
H -5.598 -0.980 0.622 0.066 -0.066 0.018 0.045
H -4.841 -0.429 -0.893 0.053 -0.018 0.028 0.027
H -4.873 0.635 0.512 0.093 -0.024 -0.009 0.016
H -4.264 -3.028 -0.353 -0.018 0.071 0.063 0.088
H -4.027 -3.389 1.353 0.036 0.185 0.033 0.060
H -0.663 -2.770 0.523 0.034 -0.042 0.086 0.033
H -0.376 -4.506 0.716 0.025 -0.005 0.027 0.093
H -1.307 -3.622 1.934 0.074 -0.050 -0.003 0.061
H -2.999 -4.210 -1.978 0.029 0.007 -0.025 0.086
H -1.328 -4.682 -1.668 -0.016 0.018 -0.022 0.086
H -2.418 -3.140 -4.322 0.039 -0.022 0.101 0.047
H -2.036 -1.407 -4.478 -0.029 -0.020 -0.006 0.021
H -3.508 -1.908 -3.641 0.011 -0.032 0.043 0.038
H 0.156 -3.623 -3.551 0.016 0.007 0.034 0.042
H 0.954 -3.072 -2.059 -0.088 0.014 0.048 0.033
H 0.736 -1.954 -3.419 0.006 -0.021 0.000 0.011
H -2.181 -6.158 -0.110 0.010 0.021 -0.002 0.070
H -3.828 -5.577 -0.198 -0.003 -0.039 0.031 0.065
H -4.359 -4.316 3.383 -0.032 -0.036 -0.024 0.009
H -2.588 -4.120 3.465 -0.046 0.054 0.099 -0.004
H -3.407 -5.329 4.460 0.003 -0.056 -0.028 0.025
H -0.993 -7.469 1.807 -0.041 0.005 -0.034 0.020
H -1.445 -7.458 3.510 -0.074 0.010 0.001 0.021
H -0.740 -6.003 2.788 0.089 -0.058 -0.007 0.011
C 8.265 3.306 1.765 0.322 0.368 0.344 -0.003
O 7.581 2.308 0.997 -0.264 -0.031 -0.468 0.009
C 7.011 2.627 -0.135 0.005 -0.055 0.082 -0.228
C 7.080 3.899 -0.743 0.069 0.383 -0.038 0.037
C 6.392 4.139 -1.897 0.238 0.205 0.042 0.055
C 5.554 3.142 -2.454 0.068 -1.006 -0.805 -0.256
C 5.564 1.831 -1.895 0.053 -0.181 0.215 0.034
C 6.285 1.586 -0.772 -0.290 -0.370 -0.116 0.050
N 4.806 3.493 -3.502 -0.556 2.068 0.962 0.166
N 3.820 3.028 -4.059 -0.439 -1.838 0.419 0.171
C 2.662 2.483 -3.746 1.189 0.788 -0.082 -0.146
C 1.971 1.818 -4.810 -0.729 -0.738 -0.582 0.041
C 0.843 1.114 -4.595 0.646 0.357 -0.733 0.057
C 0.282 0.982 -3.274 -0.837 -0.548 0.458 -0.308
O -0.753 0.344 -3.075 0.592 0.704 -0.038 -0.070
C 0.976 1.655 -2.162 0.628 0.495 0.542 -0.133
N 0.499 1.452 -0.928 0.190 -0.375 -0.617 0.080
C 1.005 2.145 0.076 0.099 0.184 0.188 -0.072
C 1.949 3.154 -0.111 -0.100 -0.061 0.005 0.013
C 2.478 3.340 -1.365 0.079 -0.091 -0.285 0.020
C 2.061 2.512 -2.416 -0.483 0.328 0.500 -0.063
H 8.595 2.803 2.668 -0.025 -0.019 -0.048 0.110
H 7.591 4.123 2.027 -0.057 -0.093 -0.046 0.111
H 9.130 3.698 1.231 -0.034 -0.121 -0.074 0.111
H 7.683 4.684 -0.310 -0.025 -0.009 0.024 0.126
H 6.440 5.106 -2.380 -0.013 0.005 -0.027 0.142
H 5.008 1.039 -2.381 -0.009 -0.022 0.018 0.134
H 6.310 0.602 -0.325 0.018 -0.002 0.032 0.141
H 2.406 1.863 -5.799 0.014 0.098 -0.013 0.138
H 0.323 0.627 -5.408 0.026 -0.054 0.014 0.140
H 0.631 1.936 1.068 -0.067 -0.032 -0.035 0.109
H 2.252 3.772 0.721 -0.003 0.001 0.035 0.128
H 3.184 4.136 -1.541 0.149 0.014 -0.016 0.123
O -2.448 5.463 5.104 0.072 0.316 0.356 0.144
C -1.693 4.461 4.645 0.027 -0.378 -0.481 -0.489
O -0.744 4.054 5.257 -0.131 0.178 0.182 0.123
C -2.064 3.862 3.317 0.126 0.027 0.031 -0.135
C -1.587 2.579 3.061 -0.016 0.099 0.072 -0.021
C -1.768 1.991 1.825 -0.111 0.222 -0.066 -0.189
C -2.440 2.675 0.801 0.040 0.117 0.103 -0.671
S -2.647 2.016 -0.809 0.655 -0.789 0.460 0.643
C -2.940 3.954 1.072 0.073 -0.140 -0.032 -0.103
C -2.743 4.541 2.310 -0.052 -0.060 0.062 -0.016
H -3.199 5.667 4.538 -0.015 -0.153 -0.082 0.106
H -1.056 2.068 3.853 0.046 -0.014 -0.014 0.127
H -1.354 1.008 1.630 -0.067 0.008 0.024 0.041
H -3.464 4.487 0.290 -0.004 0.070 0.012 0.106
H -3.101 5.553 2.461 -0.011 0.011 0.003 0.120
```
Forces are in eV/Å.

Total energy   -9019.9780 a.u.
Strongest force on any atom   2.348 eV/Å
Kohn-Sham gap (spin up / spin down)   3.66 / 3.66 eV
Spin multiplicity   1
HOMO energy (spin up / spin down)   -11.866 / -11.866 eV
Charge   +2
LUMO energy (spin up / spin down)   -8.21 / -8.21 eV

=====

- strongest force on any atom of number 1 (C25H26FN5O)?
  1.147 eV/Å